51
Properties=species:S:1:pos:R:3 method="wB97M-V/def2-TZVPD" largest_force_ha_per_bohr=0.0481 homo_lumo_gap_ev="8.408 / 8.356" multiplicity=2 charge=+1 e_tot_ev=-70347.273
Ti 0.603 0.456 2.101
O -2.895 1.529 3.618
C -1.761 1.257 3.468
O -1.261 0.501 2.499
C -0.702 1.738 4.454
C -0.810 2.399 5.679
C 0.321 2.649 6.431
C 1.527 2.190 5.947
C 1.586 1.580 4.683
N 0.480 1.413 3.952
C 2.777 1.065 3.971
O 3.896 1.259 4.271
O 2.438 0.404 2.833
H -1.772 2.759 6.023
H 0.307 3.097 7.406
H 2.376 2.266 6.546
O 0.493 0.284 0.140
P 0.127 -0.316 -1.215
C -1.485 -1.082 -1.109
C -1.642 -2.371 -1.659
C -2.774 -3.132 -1.314
C -3.812 -2.533 -0.553
C -3.659 -1.232 -0.115
C -2.498 -0.518 -0.373
C 1.387 -1.454 -1.743
C 2.186 -2.092 -0.813
C 3.071 -3.067 -1.149
C 3.285 -3.330 -2.478
C 2.512 -2.679 -3.483
C 1.575 -1.724 -3.125
C -0.093 0.917 -2.529
C -1.410 1.347 -2.827
C -1.614 2.390 -3.725
C -0.526 2.859 -4.446
C 0.742 2.485 -4.163
C 0.966 1.535 -3.143
H -0.863 -2.843 -2.207
H -2.827 -4.140 -1.691
H -4.688 -3.121 -0.267
H -4.424 -0.718 0.491
H -2.306 0.468 0.079
H 2.083 -1.887 0.255
H 3.593 -3.638 -0.362
H 3.924 -4.150 -2.744
H 2.647 -2.896 -4.548
H 0.982 -1.214 -3.879
H -2.278 0.868 -2.467
H -2.664 2.719 -3.925
H -0.742 3.651 -5.167
H 1.628 2.839 -4.696
H 1.993 1.213 -2.928



61
Properties=species:S:1:pos:R:3 method="wB97M-V/def2-TZVPD" largest_force_ha_per_bohr=0.0110 homo_lumo_gap_ev=7.460 e_above_lowest_kj_mol=44.3 charge=-1 e_tot_ev=-55238.014
Ba -0.245 0.447 -0.710
O 3.258 1.720 2.488
C 2.190 1.196 1.887
O 1.546 1.790 1.064
C 1.913 -0.234 2.276
C 2.411 -0.824 3.420
C 2.106 -2.162 3.653
C 1.380 -2.863 2.707
C 0.953 -2.183 1.574
N 1.168 -0.887 1.379
C 0.245 -2.912 0.431
O 0.603 -4.070 0.195
O -0.586 -2.220 -0.230
H 3.457 2.545 2.005
H 3.021 -0.248 4.101
H 2.458 -2.652 4.551
H 1.163 -3.918 2.799
O -1.962 3.599 2.107
C -1.644 3.013 1.077
O -1.690 1.766 0.830
C -1.071 3.893 -0.059
C -1.312 5.287 -0.057
C -0.793 6.056 -1.049
C 0.018 5.456 -2.045
C 0.629 6.184 -3.092
C 1.430 5.559 -4.003
C 1.661 4.166 -3.901
C 1.074 3.442 -2.907
C 0.230 4.066 -1.957
N -0.345 3.296 -0.981
H -1.908 5.681 0.755
H -0.977 7.124 -1.087
H 0.454 7.253 -3.150
H 1.898 6.127 -4.796
H 2.315 3.673 -4.608
H 1.268 2.379 -2.809
N 3.117 -2.235 -1.062
C 3.044 -0.868 -1.110
O 2.057 -0.332 -1.660
C 4.129 -0.142 -0.528
C 4.186 1.273 -0.547
N 4.285 2.425 -0.514
C 5.175 -0.827 0.144
N 6.028 -1.385 0.692
H 2.253 -2.740 -1.184
H 3.796 -2.650 -0.444
C 0.114 -2.855 -5.720
N -0.634 -1.816 -5.051
C -0.779 -0.487 -5.601
C -1.270 0.287 -4.377
O -1.567 1.461 -4.398
N -1.254 -0.539 -3.275
C -0.840 -1.736 -3.703
N -0.657 -2.777 -2.916
H -0.038 -2.749 -6.792
H -0.250 -3.844 -5.437
H 1.187 -2.796 -5.510
H -1.503 -0.445 -6.414
H 0.172 -0.066 -5.940
H -0.746 -2.690 -1.885
H -0.251 -3.616 -3.288



51
Properties=species:S:1:pos:R:3 method="wB97M-V/def2-TZVPD" largest_force_ha_per_bohr=0.0165 homo_lumo_gap_ev="6.767 / 5.907" multiplicity=6 e_above_lowest_kj_mol=0.0 charge=+2 e_tot_ev=-139325.973
Fe -0.123 0.488 0.198
Br 5.016 0.338 -4.945
C 4.071 0.204 -3.333
C 4.759 -0.050 -2.150
C 4.072 -0.147 -0.955
C 2.687 0.010 -0.940
C 2.009 0.249 -2.130
C 2.691 0.352 -3.328
N 1.895 -0.063 0.239
C 2.376 -0.171 1.418
C 1.448 -0.237 2.549
C 1.887 -0.433 3.842
C 0.943 -0.584 4.853
C -0.397 -0.563 4.517
C -0.757 -0.350 3.193
N 0.136 -0.159 2.226
H 5.832 -0.178 -2.169
H 4.635 -0.362 -0.058
H 0.927 0.375 -2.148
H 2.160 0.544 -4.250
H 3.442 -0.230 1.609
H 2.947 -0.487 4.051
H 1.255 -0.736 5.877
H -1.167 -0.713 5.260
H -1.797 -0.361 2.903
N -4.318 0.437 0.357
C -3.119 0.620 0.913
N -2.141 0.180 0.138
C -2.763 -0.318 -1.017
C -2.216 -0.899 -2.158
C -3.096 -1.292 -3.144
C -4.484 -1.123 -3.001
C -5.036 -0.559 -1.871
C -4.140 -0.159 -0.886
H -5.194 0.712 0.775
H -2.991 1.124 1.857
H -1.150 -1.063 -2.281
H -2.716 -1.748 -4.047
H -5.134 -1.452 -3.800
H -6.105 -0.436 -1.762
F 0.287 6.474 -0.606
C 0.206 5.165 -0.424
C 1.295 4.500 0.124
C 1.203 3.136 0.315
C 0.042 2.437 -0.046
C -1.046 3.149 -0.576
C -0.963 4.512 -0.786
H 2.186 5.056 0.380
H 2.064 2.623 0.726
H -1.959 2.644 -0.868
H -1.778 5.077 -1.219



57
Properties=species:S:1:pos:R:3 method="wB97M-V/def2-TZVPD" largest_force_ha_per_bohr=0.0129 homo_lumo_gap_ev=6.662 e_above_lowest_kj_mol=0.0 charge=-2 e_tot_ev=-93941.539
Ca 1.284 0.213 1.228
O 2.869 -0.197 -2.717
C 2.855 0.123 -1.525
O 2.118 0.967 -0.931
C 3.870 -0.576 -0.609
C 5.021 -1.223 -1.030
C 5.845 -1.783 -0.060
C 5.504 -1.697 1.284
C 4.318 -1.057 1.614
N 3.552 -0.520 0.678
C 3.785 -0.874 3.043
O 4.567 -1.110 3.972
O 2.593 -0.455 3.096
H 0.609 -0.865 -2.282
H 5.238 -1.284 -2.087
H 6.757 -2.291 -0.355
H 6.119 -2.107 2.073
S -0.681 -0.728 -2.559
C -1.280 -2.227 -1.845
C -2.473 -2.738 -2.362
C -3.079 -3.855 -1.814
C -2.467 -4.483 -0.727
C -1.280 -3.983 -0.227
C -0.651 -2.844 -0.764
S 0.844 -2.260 -0.092
H -2.919 -2.237 -3.215
H -4.007 -4.229 -2.230
H -2.916 -5.359 -0.272
H -0.797 -4.458 0.619
C 6.209 1.620 2.354
C 4.820 2.188 2.456
C 4.137 2.588 1.309
C 2.836 3.054 1.380
C 2.204 3.121 2.617
C 2.870 2.745 3.771
C 4.175 2.282 3.684
S 0.469 3.491 2.665
O 0.139 3.858 4.027
O 0.191 4.495 1.654
N -0.052 2.042 2.271
C -1.214 1.797 1.592
C -2.307 2.673 1.442
C -3.400 2.237 0.727
C -3.416 0.959 0.174
C -2.301 0.165 0.364
N -1.232 0.560 1.051
H 6.267 0.894 1.540
H 6.485 1.106 3.274
H 6.944 2.405 2.154
H 4.607 2.482 0.338
H 2.293 3.314 0.480
H 2.343 2.768 4.715
H 4.675 1.920 4.574
H -2.264 3.662 1.871
H -4.249 2.900 0.596
H -4.254 0.593 -0.404
H -2.247 -0.835 -0.053



53
Properties=species:S:1:pos:R:3 method="wB97M-V/def2-TZVPD" largest_force_ha_per_bohr=0.0085 homo_lumo_gap_ev="6.376 / 6.665" multiplicity=3 e_above_lowest_kj_mol=0.0 charge=-1 e_tot_ev=-64580.805
Pt 0.801 0.156 -0.205
C 4.448 4.228 0.711
C 3.257 4.555 1.345
C 2.088 3.875 1.043
C 2.109 2.853 0.098
C 3.296 2.537 -0.555
C 4.461 3.218 -0.243
N 0.943 2.127 -0.218
N -0.166 2.851 -0.302
C -1.217 2.100 -0.675
C -2.494 2.688 -0.841
C -3.549 1.909 -1.223
C -3.348 0.536 -1.460
C -2.085 0.026 -1.288
N -1.039 0.768 -0.905
H 5.362 4.752 0.963
H 3.239 5.339 2.092
H 1.156 4.106 1.540
H 3.286 1.755 -1.303
H 5.383 2.953 -0.745
H -2.588 3.748 -0.652
H -4.532 2.346 -1.345
H -4.154 -0.116 -1.766
H -1.872 -1.022 -1.463
C -3.319 -2.219 1.934
C -1.906 -2.035 1.390
O -1.309 -1.019 1.691
C -1.331 -3.103 0.550
C -1.997 -4.341 0.481
C -1.487 -5.434 -0.178
C -0.239 -5.303 -0.808
C 0.436 -4.115 -0.785
C -0.078 -2.949 -0.132
O 0.619 -1.885 -0.226
H -3.591 -1.298 2.443
H -3.361 -3.046 2.644
H -4.035 -2.427 1.137
H -2.946 -4.446 0.990
H -2.027 -6.372 -0.196
H 0.197 -6.152 -1.324
H 1.392 -3.997 -1.281
Cl 2.961 -0.940 -2.354
C 4.109 -0.815 -1.064
C 5.417 -1.129 -1.380
C 6.423 -1.012 -0.430
C 6.111 -0.569 0.852
C 4.807 -0.280 1.173
Cl 4.476 0.299 2.770
C 3.703 -0.400 0.253
N 2.491 -0.146 0.718
H 5.644 -1.458 -2.385
H 7.445 -1.256 -0.690
H 6.881 -0.448 1.602



52
Properties=species:S:1:pos:R:3 method="wB97M-V/def2-TZVPD" largest_force_ha_per_bohr=0.0467 homo_lumo_gap_ev="5.933 / 5.989" multiplicity=4 charge=+2 e_tot_ev=-78852.403
Cr 0.138 0.030 -0.711
I 5.923 4.625 -2.272
C 4.565 3.115 -2.048
C 4.903 1.823 -2.285
C 3.934 0.826 -2.065
I 4.467 -1.219 -2.292
C 2.683 1.174 -1.601
O 1.837 0.148 -1.302
C 2.335 2.487 -1.395
C 1.011 2.821 -0.806
N -0.118 1.977 -1.332
C -1.522 2.468 -1.100
C -2.478 1.298 -1.069
C -3.863 1.478 -1.153
C -4.651 0.333 -1.127
C -4.065 -0.942 -0.842
C -2.697 -1.007 -0.892
N -1.913 0.064 -0.987
C 3.262 3.463 -1.625
H 5.922 1.467 -2.539
H 0.843 3.906 -0.958
H 1.115 2.661 0.239
H -0.039 1.874 -2.317
H -1.806 3.216 -1.823
H -1.484 2.934 -0.116
H -4.267 2.485 -1.293
H -5.701 0.404 -1.102
H -4.699 -1.831 -0.649
H -2.190 -1.966 -0.907
H 2.996 4.520 -1.508
C -1.108 0.930 3.377
C -0.717 1.107 2.062
N -0.339 0.068 1.314
C -0.401 -1.154 1.835
C -0.770 -1.430 3.181
C -1.155 -0.337 3.927
C -0.868 -2.827 3.628
C -0.420 -3.815 2.850
C 0.116 -3.582 1.537
C 0.596 -4.577 0.656
C 1.062 -4.252 -0.602
C 0.911 -2.931 -1.023
N 0.363 -1.981 -0.236
C 0.021 -2.272 1.034
H -1.414 1.812 4.008
H -0.738 2.084 1.611
H -1.490 -0.461 4.950
H -1.280 -3.026 4.622
H -0.283 -4.788 3.264
H 0.691 -5.584 1.040
H 1.540 -4.999 -1.176
H 1.244 -2.619 -1.981



Among the records above, which one has the lowest charge? C25H19CaN3O6S3



Look up the charge of the first one. +1



Which value of charge does entry 3 give? +2



Look up the charge of the third one. +2